C16H49NO13 | ωB97M-V with the def2-TZVPD basis set

## Properties
HOMO-LUMO gap: 0.3443 hartree
structure (SMILES): COC[C@H](C)N.OCCO.OCCO.OCCO.OCCO.OCCO.CO.CO
HOMO: -9.01 eV
largest force on an atom: 0.049 Eh/bohr
total energy: -45489.197 eV

Each line ends with the Mulliken charge.
Atoms and positions in Å:
C 3.40 -0.17 -5.72  -0.790
O 2.89 0.23 -4.49  -0.271
C 1.56 -0.24 -4.23  -0.643
C 1.45 -1.74 -3.87  0.544
C -0.04 -2.10 -3.79  -1.372
N 2.11 -1.95 -2.54  -0.793
H 3.33 -1.24 -5.96  0.291
H 4.44 0.12 -5.88  0.296
H 2.86 0.33 -6.55  0.290
H 1.32 0.39 -3.37  0.132
H 0.91 -0.04 -5.09  0.455
H 1.98 -2.40 -4.55  0.413
H -0.14 -3.05 -3.29  0.303
H -0.39 -2.02 -4.82  0.437
H -0.54 -1.32 -3.22  0.184
H 1.53 -1.61 -1.78  0.244
H 2.85 -1.25 -2.62  0.282
O -1.23 -1.25 4.02  -0.608
C 0.13 -1.29 3.61  0.564
C 0.73 -2.58 4.13  -0.771
O 0.79 -2.58 5.57  -0.572
H -1.60 -0.36 4.00  0.296
H 0.15 -1.28 2.52  -0.183
H 0.67 -0.43 4.02  0.267
H 1.78 -2.69 3.83  0.346
H 0.15 -3.47 3.87  0.329
H -0.08 -2.86 5.88  0.308
O -1.63 3.63 -1.48  -0.578
C -1.97 4.31 -0.27  -0.162
C -0.68 4.65 0.45  -0.351
O 0.37 3.70 0.20  -0.283
H -2.39 3.59 -2.07  0.296
H -2.59 5.19 -0.47  0.437
H -2.60 3.63 0.31  -0.022
H -0.86 4.72 1.53  0.149
H -0.32 5.65 0.17  0.303
H -0.14 3.05 -0.31  0.248
O -3.19 0.86 3.33  -0.543
C -3.34 0.49 1.95  0.218
C -4.19 -0.73 1.85  -0.455
O -5.58 -0.51 2.23  -0.572
H -4.07 0.79 3.71  0.327
H -3.72 1.38 1.44  0.251
H -2.37 0.26 1.50  -0.174
H -3.88 -1.52 2.54  0.275
H -4.23 -1.25 0.88  0.356
H -6.03 -1.35 2.14  0.319
O -1.74 -2.95 -0.67  -0.521
C -1.55 -3.70 0.54  -0.043
C -2.67 -4.71 0.62  -0.542
O -2.47 -5.70 -0.41  -0.529
H -1.68 -3.56 -1.41  0.253
H -0.61 -4.25 0.55  0.277
H -1.65 -3.00 1.38  0.055
H -3.63 -4.23 0.44  0.270
H -2.68 -5.23 1.59  0.429
H -3.16 -6.35 -0.25  0.299
O 4.13 4.22 -0.15  -0.543
C 4.33 2.80 -0.27  -0.572
C 3.60 2.34 -1.51  -0.040
O 3.84 0.94 -1.63  -0.619
H 4.81 4.56 0.44  0.311
H 5.42 2.73 -0.44  0.377
H 4.09 2.21 0.62  0.267
H 4.03 2.81 -2.40  0.462
H 2.53 2.57 -1.51  0.072
H 3.75 0.65 -2.54  0.255
C 0.60 -0.02 -0.10  -0.591
O -0.48 -0.30 -0.95  -0.246
H 0.22 0.57 0.74  -0.019
H 1.08 -0.93 0.29  0.498
H 1.49 0.53 -0.43  0.305
H -1.04 -0.99 -0.59  0.153
C 0.03 2.60 3.39  -0.451
O 1.17 2.11 2.70  -0.484
H 0.03 3.68 3.52  0.347
H -0.76 2.12 2.79  0.050
H -0.16 2.13 4.35  0.248
H 1.54 2.63 1.98  0.253


C16H49NO8 | ωB97M-V with the def2-TZVPD basis set

## Properties
HOMO-LUMO gap: 0.3773 hartree
structure (SMILES): COC[C@H](C)N.CCO.CCO.CCO.CCO.CCO.CO.CO
HOMO: -9.62 eV
largest force on an atom: 0.061 Eh/bohr
total energy: -35252.943 eV

Each line ends with the Mulliken charge.
Atoms and positions in Å:
C -10.54 6.94 -14.49  -0.780
O -10.59 6.67 -13.11  -0.338
C -9.35 6.32 -12.60  -0.931
C -9.49 5.23 -11.50  1.871
C -8.35 5.31 -10.51  -1.645
N -10.02 3.89 -11.94  -0.438
H -9.85 7.76 -14.56  0.409
H -11.47 7.14 -15.01  0.254
H -10.12 6.05 -14.94  0.258
H -8.70 5.95 -13.36  0.455
H -8.84 7.11 -12.03  0.384
H -10.36 5.60 -10.85  -1.113
H -7.44 4.84 -10.86  0.402
H -8.58 4.62 -9.65  0.378
H -8.20 6.30 -10.10  0.420
H -9.30 3.30 -12.35  0.226
H -10.24 3.37 -11.08  0.213
C -17.98 4.72 -14.04  -1.179
C -16.58 4.23 -13.99  0.352
O -16.08 3.71 -12.73  -0.478
H -18.06 5.39 -14.95  0.324
H -18.15 5.41 -13.21  0.340
H -18.68 3.89 -14.15  0.262
H -15.87 4.99 -14.32  0.217
H -16.52 3.37 -14.75  -0.089
H -15.50 4.37 -12.34  0.232
C -15.30 0.65 -15.74  -1.000
C -16.64 0.34 -16.32  -0.287
O -17.53 1.45 -16.07  -0.472
H -14.58 -0.13 -15.91  0.411
H -15.45 0.74 -14.68  0.313
H -14.88 1.63 -16.06  0.191
H -17.07 -0.55 -15.85  0.283
H -16.53 0.17 -17.38  0.325
H -18.37 1.27 -16.49  0.266
C -12.09 6.08 -8.52  -0.708
C -12.98 6.47 -9.70  -0.446
O -13.10 5.57 -10.74  -0.303
H -12.41 5.06 -8.16  0.024
H -12.28 6.83 -7.74  0.433
H -11.01 6.16 -8.68  0.209
H -12.83 7.48 -10.05  0.394
H -14.01 6.44 -9.22  0.260
H -12.51 5.82 -11.49  0.132
C -13.88 2.56 -8.49  -1.012
C -13.05 2.16 -9.67  -0.207
O -11.99 3.11 -9.94  -0.381
H -14.63 1.82 -8.22  0.409
H -14.24 3.55 -8.73  0.202
H -13.18 2.64 -7.58  0.222
H -13.63 2.07 -10.60  0.234
H -12.51 1.23 -9.46  0.328
H -12.36 3.91 -10.34  0.202
C -11.04 0.10 -17.40  -1.172
C -10.55 1.07 -16.31  0.061
O -11.42 1.06 -15.23  -0.504
H -11.90 0.31 -18.07  0.280
H -11.16 -0.87 -16.87  0.262
H -10.19 0.03 -18.09  0.360
H -10.52 2.05 -16.69  0.249
H -9.52 0.75 -15.99  0.184
H -11.46 1.93 -14.77  0.363
C -7.14 3.79 -17.39  -0.530
O -8.34 4.29 -16.78  -0.424
H -7.11 4.38 -18.35  0.204
H -6.21 4.00 -16.78  0.233
H -7.18 2.71 -17.61  0.256
H -8.67 3.61 -16.21  0.236
C -12.91 4.21 -13.88  -0.641
O -11.59 3.82 -14.30  -0.581
H -12.99 5.29 -13.74  0.356
H -13.47 3.92 -14.71  0.351
H -13.39 3.75 -13.02  0.187
H -10.99 4.12 -13.61  0.244


C16H49O11 | ωB97M-V with the def2-TZVPD basis set

## Properties
HOMO-LUMO gap: 0.2450 hartree
HOMO: -4.45 eV
total charge: -1
largest force on an atom: 0.132 Eh/bohr
total energy: -39902.334 eV

Each line ends with the Mulliken charge.
Atoms and positions in Å:
C 0.26 2.39 -0.93  -0.770
C -0.05 1.14 0.12  0.232
C 0.79 -0.23 -0.20  0.422
C 2.26 -0.33 0.51  -0.377
C 2.32 0.18 2.07  -0.258
C 1.58 -0.86 3.14  -0.437
C 0.00 -0.47 3.43  0.194
O -0.35 0.21 4.54  -0.738
O -1.11 -0.79 2.47  -0.420
H -0.79 2.77 -1.35  0.263
H 0.90 2.05 -1.85  0.088
H 0.72 3.35 -0.37  0.178
H 0.03 1.53 1.22  0.237
H -1.20 0.88 -0.05  -0.008
H 0.95 -0.25 -1.39  -0.204
H 0.09 -1.16 0.03  -0.390
H 2.54 -1.49 0.54  0.193
H 3.14 0.18 -0.10  0.181
H 3.47 0.18 2.38  0.290
H 1.97 1.31 2.22  0.060
H 2.15 -0.70 4.17  0.285
H 1.73 -2.00 2.84  0.221
C -4.68 0.41 2.52  -0.397
O -4.56 -0.71 3.38  -0.542
H -5.71 0.46 2.14  0.250
H -4.46 1.32 3.08  0.280
H -3.99 0.31 1.68  -0.002
H -3.65 -0.73 3.69  0.328
C 0.01 0.08 -4.48  -0.606
O -0.64 0.22 -3.22  -0.360
H 1.09 0.14 -4.33  0.170
H -0.24 -0.90 -4.91  0.341
H -0.31 0.88 -5.14  0.267
H -1.60 0.16 -3.39  0.226
C -3.62 -2.55 0.01  -0.284
O -2.34 -2.09 -0.38  -0.472
H -4.21 -2.76 -0.89  0.111
H -3.52 -3.46 0.60  0.277
H -4.12 -1.78 0.60  0.049
H -1.84 -1.91 0.43  0.174
C 3.01 -2.88 -2.41  -0.513
O 2.36 -2.74 -1.16  -0.405
H 4.09 -2.82 -2.26  0.244
H 2.76 -3.85 -2.85  0.263
H 2.69 -2.08 -3.08  0.143
H 1.41 -2.80 -1.33  0.224
C 4.17 3.57 2.06  -0.671
O 2.91 3.56 1.42  -0.407
H 4.78 2.75 1.65  0.258
H 4.67 4.52 1.87  0.271
H 4.04 3.42 3.13  0.282
H 2.39 4.29 1.81  0.254
C 1.72 2.37 -6.69  -0.510
O 2.41 1.13 -6.72  -0.482
H 1.39 2.57 -5.67  0.165
H 2.39 3.16 -7.02  0.290
H 0.85 2.32 -7.35  0.266
H 2.69 0.98 -7.64  0.282
C 3.00 7.39 2.65  -0.598
O 3.47 6.48 3.62  -0.481
H 3.72 7.44 1.83  0.228
H 2.04 7.06 2.27  0.277
H 2.91 8.39 3.10  0.290
H 2.81 6.46 4.34  0.293
C -1.79 -4.11 3.92  -0.305
O -3.05 -4.12 3.29  -0.479
H -1.18 -4.93 3.51  0.233
H -1.29 -3.16 3.73  -0.033
H -1.92 -4.26 4.99  0.271
H -3.57 -3.39 3.67  0.276
C -5.15 -5.40 -2.30  -0.507
O -3.87 -4.95 -2.70  -0.484
H -5.75 -5.61 -3.20  0.231
H -5.05 -6.32 -1.71  0.227
H -5.65 -4.63 -1.72  0.244
H -3.37 -4.76 -1.88  0.309


Repeat the third record exactly.
C16H49O11 | ωB97M-V with the def2-TZVPD basis set

## Properties
HOMO-LUMO gap: 0.2450 hartree
HOMO: -4.45 eV
total charge: -1
largest force on an atom: 0.132 Eh/bohr
total energy: -39902.334 eV

Each line ends with the Mulliken charge.
Atoms and positions in Å:
C 0.26 2.39 -0.93  -0.770
C -0.05 1.14 0.12  0.232
C 0.79 -0.23 -0.20  0.422
C 2.26 -0.33 0.51  -0.377
C 2.32 0.18 2.07  -0.258
C 1.58 -0.86 3.14  -0.437
C 0.00 -0.47 3.43  0.194
O -0.35 0.21 4.54  -0.738
O -1.11 -0.79 2.47  -0.420
H -0.79 2.77 -1.35  0.263
H 0.90 2.05 -1.85  0.088
H 0.72 3.35 -0.37  0.178
H 0.03 1.53 1.22  0.237
H -1.20 0.88 -0.05  -0.008
H 0.95 -0.25 -1.39  -0.204
H 0.09 -1.16 0.03  -0.390
H 2.54 -1.49 0.54  0.193
H 3.14 0.18 -0.10  0.181
H 3.47 0.18 2.38  0.290
H 1.97 1.31 2.22  0.060
H 2.15 -0.70 4.17  0.285
H 1.73 -2.00 2.84  0.221
C -4.68 0.41 2.52  -0.397
O -4.56 -0.71 3.38  -0.542
H -5.71 0.46 2.14  0.250
H -4.46 1.32 3.08  0.280
H -3.99 0.31 1.68  -0.002
H -3.65 -0.73 3.69  0.328
C 0.01 0.08 -4.48  -0.606
O -0.64 0.22 -3.22  -0.360
H 1.09 0.14 -4.33  0.170
H -0.24 -0.90 -4.91  0.341
H -0.31 0.88 -5.14  0.267
H -1.60 0.16 -3.39  0.226
C -3.62 -2.55 0.01  -0.284
O -2.34 -2.09 -0.38  -0.472
H -4.21 -2.76 -0.89  0.111
H -3.52 -3.46 0.60  0.277
H -4.12 -1.78 0.60  0.049
H -1.84 -1.91 0.43  0.174
C 3.01 -2.88 -2.41  -0.513
O 2.36 -2.74 -1.16  -0.405
H 4.09 -2.82 -2.26  0.244
H 2.76 -3.85 -2.85  0.263
H 2.69 -2.08 -3.08  0.143
H 1.41 -2.80 -1.33  0.224
C 4.17 3.57 2.06  -0.671
O 2.91 3.56 1.42  -0.407
H 4.78 2.75 1.65  0.258
H 4.67 4.52 1.87  0.271
H 4.04 3.42 3.13  0.282
H 2.39 4.29 1.81  0.254
C 1.72 2.37 -6.69  -0.510
O 2.41 1.13 -6.72  -0.482
H 1.39 2.57 -5.67  0.165
H 2.39 3.16 -7.02  0.290
H 0.85 2.32 -7.35  0.266
H 2.69 0.98 -7.64  0.282
C 3.00 7.39 2.65  -0.598
O 3.47 6.48 3.62  -0.481
H 3.72 7.44 1.83  0.228
H 2.04 7.06 2.27  0.277
H 2.91 8.39 3.10  0.290
H 2.81 6.46 4.34  0.293
C -1.79 -4.11 3.92  -0.305
O -3.05 -4.12 3.29  -0.479
H -1.18 -4.93 3.51  0.233
H -1.29 -3.16 3.73  -0.033
H -1.92 -4.26 4.99  0.271
H -3.57 -3.39 3.67  0.276
C -5.15 -5.40 -2.30  -0.507
O -3.87 -4.95 -2.70  -0.484
H -5.75 -5.61 -3.20  0.231
H -5.05 -6.32 -1.71  0.227
H -5.65 -4.63 -1.72  0.244
H -3.37 -4.76 -1.88  0.309


Q: Which value of HOMO does entry 1 give?
A: -9.01 eV


Q: The lowest total energy belongs to which entry?
A: C16H49NO13